--- w ---
Entry from OMol25: 3 unconnected molecules or ions with the total composition C2H11N2O2 (ωB97M-V/def2-TZVPD).

Calculated values
spin multiplicity	1
LUMO energy	-0.106	Eh
E_HOMO	-14.6	eV
charge	+1
gap between HOMO and LUMO	11.701	eV

Last column: Mulliken charge in e.
Geometry (Å):
C1 -0.98052 0.25577 -2.12877  -0.854
N1 0.51064 1.90313 0.73552  -0.250
C2 0.03562 1.61797 -0.44900  0.283
N2 -0.33706 0.43571 -0.84121  -0.009
H1 -0.94861 1.15999 -2.72846  0.338
H2 -2.00038 -0.07620 -1.98295  0.321
H3 -0.55669 -0.57672 -2.65953  0.298
H4 0.66380 1.19514 1.45092  0.183
H5 0.86778 2.86169 0.89681  0.260
H6 0.07457 2.39768 -1.20509  0.292
H7 -0.23334 -0.42839 -0.28503  0.179
H8 -0.41538 -2.82114 -0.42374  0.330
H9 0.39022 -2.51199 0.81071  0.301
O1 -0.36517 -2.19229 0.31935  -0.668
H10 1.61944 -1.39621 2.37057  0.320
H11 0.73594 -1.05857 3.50678  0.328
O2 0.93915 -0.76558 2.61312  -0.652



--- x ---
Entry from OMol25: 3 unconnected molecules or ions with the total composition C2H11N2O2 (ωB97M-V/def2-TZVPD).

Calculated values
spin multiplicity	1
LUMO energy	-0.127	Eh
E_HOMO	-12.8	eV
charge	+1
gap between HOMO and LUMO	9.308	eV

Last column: Mulliken charge in e.
Geometry (Å):
C1 0.08658 -1.30608 0.73933  0.007
C2 -0.51620 -0.11639 0.85534  -0.394
N1 -0.10079 1.27302 0.93388  -0.353
N2 -0.48659 -2.48451 0.90218  -0.434
H1 1.12941 -1.28399 0.59844  0.314
H2 -1.73916 -0.06464 0.92677  0.176
H3 -0.39839 1.53345 1.94455  0.433
H4 0.93301 1.46164 0.78762  0.370
H5 -0.53468 2.01036 0.27677  0.376
H6 -1.57322 -2.71687 0.89468  0.249
H7 -0.03733 -3.37700 0.91575  0.241
H8 2.19631 -3.06011 -3.22647  0.306
H9 3.40031 -3.79093 -3.40255  0.319
O1 2.75662 -3.60511 -2.72342  -0.625
H10 -1.06225 5.44891 -0.58629  0.330
H11 -2.48173 5.16680 0.15043  0.332
O2 -1.57191 4.91146 0.01301  -0.648



--- y ---
Entry from OMol25: 3 unconnected molecules or ions with the total composition C2H11N2O2 (ωB97M-V/def2-TZVPD).

Calculated values
spin multiplicity	1
LUMO energy	-0.122	Eh
E_HOMO	-12.4	eV
charge	+1
gap between HOMO and LUMO	9.090	eV

Last column: Mulliken charge in e.
Geometry (Å):
C1 -0.25913 0.02840 -0.56225  -0.099
C2 -0.12212 1.33583 -0.13586  -0.685
N1 0.56136 2.38318 -1.03464  -0.341
N2 -0.06519 -1.03522 0.17514  -0.275
H1 -0.31571 -0.20654 -1.61702  0.265
H2 -0.27250 1.67562 0.87169  0.589
H3 -0.14271 3.13088 -1.27690  0.376
H4 1.43925 2.67755 -0.64575  0.341
H5 0.62049 1.93371 -1.97706  0.361
H6 0.66393 -0.75279 0.85046  0.205
H7 -0.26067 -1.99946 -0.10417  0.304
H8 0.64748 0.31244 3.09705  0.301
H9 -0.58286 1.02480 3.44750  0.334
O1 0.23676 1.14473 2.97399  -0.635
H10 -0.49725 -4.40035 -0.86210  0.290
H11 -1.09925 -3.68873 -1.97741  0.305
O2 -0.55191 -3.56405 -1.22266  -0.633



--- z ---
Entry from OMol25: 3 unconnected molecules or ions with the total composition C2H11N2O2 (ωB97M-V/def2-TZVPD).

Calculated values
spin multiplicity	1
LUMO energy	-0.120	Eh
E_HOMO	-12.4	eV
charge	+1
gap between HOMO and LUMO	9.087	eV

Last column: Mulliken charge in e.
Geometry (Å):
C1 0.25797 -0.10557 -0.07251  -0.119
C2 -0.48768 -0.40213 1.00162  -0.406
N1 -0.09566 -1.47561 1.93578  -0.302
N2 -0.15057 0.71786 -1.02943  -0.331
H1 1.27331 -0.48442 -0.14943  0.275
H2 -1.34225 0.16867 1.30080  0.353
H3 -0.93845 -1.80003 2.41308  0.370
H4 0.28297 -2.28559 1.44027  0.384
H5 0.59098 -1.23451 2.65588  0.332
H6 -1.08127 1.07443 -1.15143  0.210
H7 0.48062 0.98055 -1.76685  0.208
H8 -2.57542 -0.79129 -3.55456  0.308
H9 -2.45642 0.71554 -3.64301  0.319
O1 -2.24993 -0.02741 -3.06486  -0.616
H10 2.92262 2.10833 0.57502  0.311
H11 2.87095 1.51249 2.01793  0.307
O2 2.69822 1.32869 1.09168  -0.600



Of the structures shown above, x is the least stable.